13
Properties=species:S:1:pos:R:3:forces:R:3:nbo_charge:R:1 method="wB97M-V/def2-TZVPD" orbital_gap_ev=8.92 de_lowest_kcal_mol=138.5
C 1.31724 0.02899 -0.02762 3.172 -4.391 -0.447 0.503
C 0.09591 1.62740 0.14316 -3.223 -0.059 -0.638 -0.059
C -0.73234 0.51838 0.44742 -1.605 -0.326 -2.214 0.029
C -2.16637 -0.00682 0.09379 -1.554 1.228 -0.078 -0.066
C -3.29903 -0.39773 -0.27317 1.598 -0.243 1.773 -0.258
H 3.30533 -0.51848 -0.91520 -3.199 -2.210 3.922 0.386
H 2.69025 -1.15716 1.17866 -0.467 0.472 -5.300 0.392
H -0.44552 2.52126 -0.10158 0.669 0.831 0.247 0.211
H -0.33166 -1.34845 -0.29697 1.948 1.731 2.256 0.454
H -4.33877 -0.93589 -0.27920 2.734 1.533 -0.250 0.275
N 2.37193 -1.09447 -0.10158 2.351 4.368 1.215 -0.849
N 1.41685 1.32725 -0.22258 -2.463 -2.117 1.841 -0.441
N 0.11616 -0.56428 0.35487 0.041 -0.818 -2.329 -0.579

13
Properties=species:S:1:pos:R:3:forces:R:3:nbo_charge:R:1 method="wB97M-V/def2-TZVPD" smiles="C=Cc1nccnn1" orbital_gap_ev=9.17 de_lowest_kcal_mol=40.8
C 2.69642 -0.40133 0.19090 0.610 0.252 -1.112 -0.292
C 1.85548 0.55315 -0.20544 0.904 1.022 1.676 -0.260
C 0.42128 0.27970 -0.11552 0.705 -0.865 -0.830 0.318
N -0.38684 1.34024 -0.10595 -0.783 -1.478 1.053 -0.401
C -1.62339 0.94924 0.19361 -1.472 0.501 -0.700 0.069
C -2.09867 -0.36642 0.03559 3.311 1.617 0.131 -0.091
N -1.19050 -1.31732 -0.10134 -0.282 -1.141 0.342 -0.149
N 0.07583 -1.05101 0.00846 0.037 1.899 -0.771 -0.235
H 2.48961 -1.44530 0.06158 -0.449 -0.308 0.559 0.217
H 3.69425 -0.14904 0.48431 0.523 0.130 -0.114 0.193
H 2.22061 1.62827 -0.15786 -0.895 -1.414 -0.207 0.224
H -2.31933 1.73139 0.46888 -0.108 0.150 -0.147 0.195
H -3.08139 -0.65478 -0.05982 -2.099 -0.364 0.119 0.211

16
Properties=species:S:1:pos:R:3:forces:R:3:nbo_charge:R:1 method="wB97M-V/def2-TZVPD" orbital_gap_ev=8.90 de_lowest_kcal_mol=141.9
C -0.90821 0.71906 -0.66814 3.313 1.385 -3.459 0.090
C -2.05280 0.39592 -0.11995 -4.951 5.277 -3.437 -0.024
C -0.66775 -0.63549 0.93076 -2.934 -1.560 1.323 0.620
C 1.40965 -1.43594 1.24865 0.761 0.886 1.474 -0.096
C 1.32708 -0.44810 0.06718 5.210 4.255 -0.824 -0.228
H -2.91729 1.01440 -0.46874 0.255 -1.082 0.542 0.213
H 1.71420 -2.42328 0.69629 -0.029 1.437 2.256 0.226
H 1.97167 -0.90303 2.34623 -0.860 -2.259 -3.907 0.229
H 1.96882 0.66788 0.28548 -1.014 -3.593 -0.853 0.201
H 1.54729 -0.84973 -0.92817 0.980 -0.050 0.437 0.230
N -0.59322 1.70932 -1.75535 2.360 -4.262 1.414 0.550
N -2.05083 -0.38765 0.87463 4.302 -3.872 3.774 -0.450
N 0.03754 -0.01697 -0.02216 -3.364 -0.994 2.531 -0.363
O 0.29204 1.37976 -2.56468 -1.110 0.516 0.751 -0.414
O -1.13137 2.73793 -1.63913 -1.562 2.965 -0.724 -0.317
O 0.05320 -1.52406 1.71710 -1.359 0.953 -1.299 -0.468

18
Properties=species:S:1:pos:R:3:forces:R:3:nbo_charge:R:1 method="wB97M-V/def2-TZVPD" smiles="C=COCO/[N+]([O-])=C(/C#N)[N+](=O)[O-]" orbital_gap_ev="8.77 / 8.77" de_lowest_kcal_mol=160.0
C 1.24444 -0.81548 1.44571 1.563 -0.112 -0.451 -0.457
C 2.07297 -0.57762 0.41711 -1.515 1.609 1.009 0.100
O 2.28401 0.77555 -0.07318 -0.164 -1.989 1.598 -0.536
C 1.50389 1.08212 -1.20149 0.980 -1.859 1.757 0.168
O 0.13450 1.08024 -0.84767 -1.029 0.308 0.509 -0.332
N -0.52058 -0.11992 -0.84713 -1.603 1.072 -0.521 0.464
O -0.17352 -0.98308 -1.59680 0.646 -1.142 -0.280 -0.350
C -1.65832 -0.12388 -0.16008 -0.076 -0.078 0.281 0.042
C -2.54399 -1.21916 -0.13671 1.628 0.528 -0.463 0.215
N -3.22088 -2.12905 -0.14507 -1.209 -1.472 -0.030 -0.222
N -2.17967 0.95295 0.63560 -0.325 2.679 1.000 0.501
O -2.04199 2.13136 0.27687 0.098 -1.848 0.281 -0.339
O -2.81796 0.61227 1.63079 0.706 0.076 -1.015 -0.337
H 1.09963 -1.81228 1.95012 0.122 1.317 -0.889 0.239
H 0.90326 0.10921 1.85698 -0.745 0.171 0.781 0.214
H 2.52081 -1.34885 -0.11833 1.081 -0.989 -1.138 0.181
H 1.75666 0.22534 -1.88208 -0.586 1.793 -0.721 0.212
H 1.63675 2.16028 -1.20464 0.426 -0.066 -1.707 0.237

20
Properties=species:S:1:pos:R:3:forces:R:3:nbo_charge:R:1 method="wB97M-V/def2-TZVPD" orbital_gap_ev="8.05 / 7.42" de_lowest_kcal_mol=64.2
C -0.13997 -0.17959 -1.44022 1.059 0.880 -2.981 -0.237
C 0.50639 -1.34201 -1.71961 0.063 1.546 0.245 -0.254
C -1.16014 -0.46072 -0.51639 0.375 1.407 2.361 0.363
C -0.02103 -2.35929 -0.82150 -0.855 -0.298 -1.023 0.333
C -0.43159 0.74124 1.52332 -1.488 -1.316 -1.465 -0.393
N -2.43047 0.27436 -0.54005 -0.334 -1.646 0.443 0.494
N 1.05423 -2.74316 0.28426 -2.322 0.006 -2.402 0.552
N -0.60156 -3.63788 -1.68130 0.740 2.146 2.318 0.556
O -2.30639 1.45254 -0.73024 -0.048 1.228 -0.453 -0.382
O -3.47535 -0.31551 -0.31812 0.708 0.044 -0.129 -0.353
O 0.96285 -2.11884 1.27584 0.227 0.862 1.987 -0.330
O 1.85591 -3.53532 -0.07439 1.344 -1.179 -0.125 -0.337
O -1.53147 -4.14496 -1.14357 -0.543 -1.138 -0.069 -0.315
O -0.13643 -3.78035 -2.75989 0.437 -0.653 -1.191 -0.329
O -1.13895 -1.78634 -0.28380 -1.045 -1.068 1.620 -0.457
H -0.06132 0.76447 -2.06221 -0.003 -1.247 1.273 0.274
H 1.24270 -1.52681 -2.45707 0.618 -0.059 -0.379 0.257
H -0.33217 -0.00231 2.25013 -0.217 -1.078 0.969 0.192
H -1.22221 1.43604 1.54960 -0.736 0.645 0.067 0.192
H 0.44926 0.99481 1.06960 2.022 0.916 -1.063 0.174

12
Properties=species:S:1:pos:R:3:forces:R:3:nbo_charge:R:1 method="wB97M-V/def2-TZVPD" smiles="C#C[C@H]1C=NOC1" orbital_gap_ev=10.59 de_lowest_kcal_mol=90.6
C -0.00562 -1.90614 -1.91898 1.063 -1.483 -1.904 -0.234
C -0.35716 -1.28206 -0.97284 -0.332 0.965 1.553 -0.008
C -0.62493 -0.49149 0.25466 -0.562 0.756 -1.157 -0.386
C 0.61426 -0.32853 1.05694 1.211 0.147 0.565 0.005
N 1.07197 0.86387 1.11720 0.529 -0.970 0.005 -0.064
O 0.32308 1.71836 0.35307 -0.632 -0.317 0.562 -0.359
C -0.90186 1.02914 -0.02201 1.422 -0.306 -1.564 -0.086
H 0.42386 -2.50956 -2.73404 -0.721 0.781 0.897 0.251
H -1.43834 -0.94146 0.81374 -0.085 -0.089 0.126 0.251
H 1.21537 -1.16438 1.45017 -0.507 0.649 0.056 0.221
H -0.93616 1.24157 -1.10660 -0.735 -0.208 0.592 0.213
H -1.70124 1.45437 0.54515 -0.651 0.075 0.268 0.196